Record 1
{
  "formula": "C5H11NO2",
  "method": "ωB97M-V with the def2-TZVPD basis set",
  "species": ["C", "N", "C", "C", "C", "C", "O", "O", "H", "H", "H", "H", "H", "H", "H", "H", "H", "H", "H"],
  "xyz": [[1.218, -1.721, -0.541], [0.719, -0.560, -1.209], [-0.559, 1.872, 1.419], [0.322, 0.711, 0.968], [-0.178, 0.285, -0.405], [-1.509, -0.359, -0.497], [-1.647, -1.107, -1.640], [-2.343, -0.423, 0.393], [1.960, -1.465, 0.244], [1.704, -2.394, -1.240], [0.382, -2.222, -0.009], [1.476, -0.008, -1.580], [-0.408, 2.666, 0.658], [-0.144, 2.245, 2.359], [-1.590, 1.642, 1.502], [1.390, 1.013, 0.858], [0.283, -0.084, 1.726], [-0.318, 1.207, -1.010], [-0.758, -1.295, -1.996]],
  "lowdin_charge": [-0.12, -0.12, -0.10, -0.21, -0.30, -0.46, 0.08, 0.10, 0.09, 0.08, 0.11, 0.12, 0.09, 0.08, 0.06, 0.13, 0.12, 0.17, 0.09],
  "de_lowest_kj_mol": 85.5,
  "e_lumo_ev": 0.71,
  "homo_energy_ev": -9.7,
  "smiles": "CC[C@@H](NC)C(=O)O",
  "charge": 0,
  "e_tot_ha": -402.34558,
  "gap_ev": 10.38
}


Record 2
{
  "formula": "C6HO6Sn",
  "method": "ωB97M-V with the def2-TZVPD basis set",
  "species": ["O", "C", "Sn", "C", "O", "C", "O", "C", "O", "C", "O", "H", "O", "C"],
  "xyz": [[-0.024, 3.623, -0.108], [-0.017, 2.492, -0.014], [0.002, -0.002, -0.016], [0.016, -2.473, -0.099], [0.023, -3.607, -0.191], [-0.001, -0.044, -2.404], [-0.098, -1.124, -2.903], [2.454, 0.008, -0.309], [3.584, 0.038, -0.474], [-2.454, -0.025, -0.302], [-3.583, -0.011, -0.473], [0.099, 1.125, -2.576], [0.000, 0.003, 3.552], [0.000, -0.003, 2.403]],
  "lowdin_charge": [0.27, 0.03, 1.08, 0.03, 0.28, -0.09, 0.22, 0.03, 0.27, 0.03, 0.27, 0.20, 0.30, 0.09],
  "de_lowest_kj_mol": 12.2,
  "e_lumo_ev": [-15.66, -15.66],
  "homo_energy_ev": [-23.2, -23.2],
  "charge": 3,
  "e_tot_ha": -893.53453,
  "gap_ev": [7.58, 7.58]
}


Record 3
{
  "formula": "C2H8N2O",
  "method": "ωB97M-V with the def2-TZVPD basis set",
  "species": ["C", "N", "C", "N", "H", "H", "H", "H", "H", "H", "H", "H", "O"],
  "xyz": [[1.111, -0.200, -0.539], [0.584, 1.514, 1.595], [-0.377, 1.182, 0.669], [-0.200, 0.400, -0.316], [1.070, -1.026, -1.244], [1.552, -0.711, 0.329], [1.692, 0.634, -0.934], [1.228, 0.816, 1.916], [0.360, 2.261, 2.206], [-1.309, 1.732, 0.576], [-0.886, -1.726, -0.654], [-2.057, -2.196, -1.462], [-1.100, -2.373, -1.338]],
  "lowdin_charge": [-0.15, 0.09, -0.31, -0.06, 0.06, 0.07, 0.09, 0.08, 0.07, 0.11, -0.01, 0.05, -0.09],
  "de_lowest_kj_mol": 148.3,
  "e_lumo_ev": 0.82,
  "homo_energy_ev": -9.4,
  "smiles": "C/N=C\\N.O",
  "charge": 0,
  "e_tot_ha": -265.72666,
  "gap_ev": 10.18
}


Record 4
{
  "formula": "C3H9NOP",
  "method": "ωB97M-V with the def2-TZVPD basis set",
  "species": ["C", "C", "C", "N", "O", "P", "H", "H", "H", "H", "H", "H", "H", "H", "H"],
  "xyz": [[-1.672, -0.304, -0.899], [-1.787, -0.415, 1.625], [2.375, 0.551, 0.984], [-1.211, -0.284, 0.498], [1.088, -0.436, -1.047], [1.081, -0.662, 0.545], [-1.499, -1.357, -1.205], [-2.780, -0.033, -0.882], [-1.008, 0.387, -1.537], [-2.817, -0.454, 1.788], [-1.164, -0.385, 2.542], [1.686, 0.132, -1.538], [2.414, 0.497, 2.104], [3.352, 0.205, 0.581], [2.165, 1.526, 0.523]],
  "lowdin_spin": [0.03, 0.03, 0.23, 0.42, 0.20, 0.99, 0.00, 0.02, 0.00, 0.01, 0.02, 0.00, 0.00, 0.03, 0.02],
  "de_lowest_kj_mol": 16.9,
  "e_lumo_ev": [-3.93, -7.49],
  "homo_energy_ev": [-11.3, -15.3],
  "charge": 1,
  "e_tot_ha": -590.65100,
  "gap_ev": [7.40, 7.79],
  "spin_multiplicity": 3
}


Record 5
{
  "formula": "C3H8FN3O",
  "method": "ωB97M-V with the def2-TZVPD basis set",
  "species": ["C", "C", "C", "H", "H", "H", "H", "H", "H", "H", "H", "N", "N", "N", "O", "F"],
  "xyz": [[-1.286, 1.153, -0.649], [0.723, -1.207, 0.590], [2.121, -0.770, 0.965], [-3.130, 0.299, -0.827], [-1.840, -0.740, -0.475], [-2.385, 2.584, -1.095], [0.680, 1.280, -0.923], [0.014, -0.920, 1.400], [0.753, -2.299, 0.424], [2.477, -1.297, 1.882], [2.188, 0.298, 1.156], [-2.209, 0.190, -0.373], [-1.405, 2.356, -1.009], [0.046, 0.757, -0.334], [0.288, -0.593, -0.639], [2.965, -1.090, -0.093]],
  "lowdin_charge": [-0.56, -0.18, -0.20, 0.12, 0.08, 0.04, 0.13, 0.13, 0.13, 0.13, 0.11, 0.14, 0.12, 0.02, -0.16, -0.05],
  "de_lowest_kj_mol": 61.4,
  "e_lumo_ev": 0.88,
  "homo_energy_ev": -9.4,
  "smiles": "[H]/N=C(\\N)NOCCF",
  "charge": 0,
  "e_tot_ha": -458.42307,
  "gap_ev": 10.23
}


Record 6
{
  "formula": "C42H39ClN4O7S3Ta",
  "method": "ωB97M-V with the def2-TZVPD basis set",
  "species": ["Ta", "O", "S", "O", "N", "C", "C", "C", "C", "C", "C", "C", "C", "N", "C", "C", "C", "C", "C", "C", "C", "H", "H", "H", "H", "H", "H", "H", "H", "H", "H", "H", "C", "C", "C", "C", "C", "C", "C", "C", "N", "C", "C", "C", "C", "N", "C", "C", "C", "C", "C", "C", "C", "C", "H", "H", "H", "H", "H", "H", "H", "H", "H", "H", "H", "H", "H", "H", "H", "H", "H", "H", "H", "H", "H", "H", "H", "H", "Cl", "C", "C", "C", "C", "O", "C", "C", "O", "C", "H", "H", "H", "H", "O", "S", "O", "O", "S"],
  "xyz": [[0.364, 0.282, -0.573], [2.617, -1.234, 2.284], [2.419, -0.395, 1.147], [1.850, -1.115, -0.032], [1.187, 0.644, 1.276], [1.044, 1.547, 2.336], [1.792, 1.536, 3.489], [1.523, 2.457, 4.514], [0.532, 3.389, 4.390], [-0.232, 3.446, 3.204], [-1.269, 4.379, 2.985], [-1.919, 4.390, 1.783], [-1.553, 3.454, 0.800], [-0.636, 2.533, 0.985], [0.034, 2.527, 2.162], [3.945, 0.481, 0.911], [5.104, -0.257, 0.735], [6.292, 0.414, 0.512], [6.317, 1.803, 0.492], [5.157, 2.527, 0.723], [3.958, 1.865, 0.930], [2.580, 0.806, 3.606], [2.114, 2.413, 5.419], [0.332, 4.099, 5.181], [-1.535, 5.071, 3.774], [-2.719, 5.087, 1.579], [-2.048, 3.461, -0.162], [5.068, -1.338, 0.757], [7.198, -0.146, 0.327], [7.246, 2.320, 0.294], [5.170, 3.608, 0.711], [3.051, 2.427, 1.076], [-2.468, 0.442, 2.445], [-1.406, -0.369, 3.128], [-1.169, -0.197, 4.483], [-0.287, -1.019, 5.162], [0.313, -2.070, 4.495], [0.102, -2.284, 3.137], [0.770, -3.461, 2.477], [-0.722, -1.385, 2.440], [-0.808, -1.474, 1.021], [-1.322, -2.501, 0.473], [-2.126, -3.516, 1.222], [-1.158, -2.712, -0.992], [-1.622, -4.014, -1.573], [-0.594, -1.810, -1.687], [-0.316, -2.026, -3.076], [-1.224, -1.639, -4.064], [-2.595, -1.104, -3.753], [-0.862, -1.769, -5.401], [0.368, -2.282, -5.763], [1.239, -2.702, -4.774], [0.918, -2.595, -3.429], [1.919, -3.058, -2.405], [-2.621, 1.394, 2.954], [-3.414, -0.104, 2.471], [-2.212, 0.626, 1.408], [-1.684, 0.598, 5.009], [-0.089, -0.854, 6.213], [0.970, -2.744, 5.029], [1.712, -3.671, 2.977], [0.987, -3.268, 1.427], [0.145, -4.353, 2.558], [-2.148, -3.294, 2.284], [-1.746, -4.526, 1.074], [-3.149, -3.481, 0.838], [-0.982, -4.826, -1.220], [-1.563, -3.982, -2.657], [-2.646, -4.236, -1.277], [-2.880, -1.291, -2.721], [-3.330, -1.577, -4.404], [-2.635, -0.029, -3.936], [-1.564, -1.451, -6.162], [0.642, -2.364, -6.806], [2.201, -3.119, -5.044], [2.519, -3.867, -2.818], [1.452, -3.403, -1.484], [2.587, -2.233, -2.148], [-4.655, 4.682, -4.137], [-3.661, 3.546, -3.304], [-2.280, 3.611, -3.437], [-1.472, 2.734, -2.745], [-2.021, 1.751, -1.919], [-1.156, 0.967, -1.247], [-3.436, 1.650, -1.828], [-4.116, 0.576, -1.097], [-3.579, -0.364, -0.562], [-4.229, 2.570, -2.516], [-1.840, 4.354, -4.087], [-0.394, 2.799, -2.807], [-5.219, 0.656, -1.098], [-5.307, 2.495, -2.448], [3.299, 0.314, -1.596], [2.307, 0.939, -2.427], [2.711, 1.317, -3.737], [1.044, 0.077, -2.431], [1.518, 2.443, -1.328]],
  "lowdin_charge": [1.78, -0.22, 0.69, -0.43, -0.28, -0.26, 0.00, -0.04, -0.02, -0.14, 0.01, -0.02, -0.10, 0.07, -0.18, -0.30, -0.05, -0.05, -0.04, -0.04, -0.09, 0.12, 0.12, 0.12, 0.13, 0.11, 0.11, 0.13, 0.12, 0.11, 0.12, 0.08, -0.03, -0.21, -0.04, -0.06, -0.03, -0.22, -0.03, -0.21, 0.11, -0.25, 0.01, -0.24, 0.03, 0.10, -0.23, -0.20, -0.01, -0.03, -0.05, -0.03, -0.21, -0.02, 0.08, 0.10, 0.04, 0.12, 0.11, 0.12, 0.09, 0.07, 0.09, 0.10, 0.10, 0.11, 0.11, 0.09, 0.10, 0.05, 0.10, 0.09, 0.12, 0.11, 0.12, 0.09, 0.07, 0.07, 0.71, -0.66, -0.06, -0.01, -0.29, -0.30, -0.13, -0.20, 0.04, -0.05, 0.12, 0.05, 0.14, 0.12, -0.36, 0.17, -0.27, -0.50, 0.55],
  "de_lowest_kj_mol": 63.3,
  "e_lumo_ev": -3.61,
  "homo_energy_ev": -11.0,
  "charge": 1,
  "e_tot_ha": -4081.31018,
  "gap_ev": 7.38
}


Record 7
{
  "formula": "C7H11Br4Cl9",
  "method": "ωB97M-V with the def2-TZVPD basis set",
  "species": ["Br", "C", "C", "Br", "H", "H", "H", "H", "Br", "C", "C", "Br", "H", "H", "H", "H", "C", "Cl", "Cl", "Cl", "H", "C", "Cl", "Cl", "Cl", "H", "C", "Cl", "Cl", "Cl", "H"],
  "xyz": [[0.452, -0.207, -5.929], [2.157, 0.216, -5.041], [2.007, -0.265, -3.571], [2.729, -2.138, -3.284], [2.045, 1.293, -5.159], [2.978, -0.144, -5.661], [0.956, -0.329, -3.289], [2.592, 0.411, -2.947], [-3.159, -2.528, 2.871], [-1.295, -2.049, 2.407], [-0.357, -1.971, 3.587], [1.452, -1.425, 2.944], [-1.342, -1.120, 1.839], [-0.907, -2.782, 1.700], [-0.332, -2.764, 4.334], [-0.674, -1.054, 4.084], [0.562, 1.264, 0.017], [1.884, 1.627, 1.150], [-0.910, 1.641, 0.868], [0.634, -0.430, -0.381], [0.656, 1.962, -0.815], [-0.189, 2.936, 4.430], [0.825, 4.212, 3.682], [-1.556, 3.709, 5.323], [0.850, 1.877, 5.471], [-0.641, 2.306, 3.664], [-2.122, -0.989, -2.456], [-2.319, 0.773, -2.817], [-2.974, -1.606, -3.867], [-2.927, -1.206, -0.896], [-1.075, -1.219, -2.256]],
  "lowdin_spin": [0.75, 0.06, 0.00, 0.11, 0.03, 0.01, 0.00, 0.00, 0.00, 0.00, 0.00, 0.00, 0.00, 0.00, 0.00, 0.00, 0.00, 0.00, 0.00, 0.00, 0.00, 0.00, 0.00, 0.00, 0.00, 0.00, 0.00, 0.03, 0.00, 0.01, 0.00],
  "de_lowest_kj_mol": 41.5,
  "e_lumo_ev": [-4.54, -10.35],
  "homo_energy_ev": [-12.2, -12.2],
  "charge": 1,
  "e_tot_ha": -14710.67203,
  "gap_ev": [7.69, 1.88],
  "spin_multiplicity": 2
}


Record 8
{
  "formula": "C2H2Cl3O2S",
  "method": "ωB97M-V with the def2-TZVPD basis set",
  "species": ["C", "C", "O", "O", "S", "Cl", "Cl", "Cl", "H", "H"],
  "xyz": [[0.704, 1.396, 0.545], [-0.998, -1.600, -0.105], [1.054, 0.094, 0.328], [-0.715, 0.442, -1.750], [0.125, -0.613, -1.096], [0.048, 1.660, 2.221], [-0.022, -2.750, 0.836], [-1.791, -2.544, -1.577], [1.612, 1.965, 0.691], [-0.017, 1.951, -0.095]],
  "lowdin_charge": [-0.72, -1.25, -0.43, -0.54, 0.74, 0.46, 0.37, 0.25, 0.05, 0.07],
  "de_lowest_kj_mol": 222.0,
  "e_lumo_ev": 3.52,
  "homo_energy_ev": -3.8,
  "charge": -1,
  "e_tot_ha": -2006.63246,
  "gap_ev": 7.29
}